No. 1
{
  "formula": "C2H10N2",
  "method": "wB97M-V/def2-TZVPD",
  "species": ["C", "N", "C", "H", "H", "H", "H", "H", "H", "H", "N", "H", "H", "H"],
  "xyz": [[-1.0120, 0.1488, -0.5521], [0.0983, 0.7074, 0.3586], [-0.4305, 0.8071, 1.7525], [-1.2741, -0.8825, -0.4146], [-1.8054, 0.7951, -0.3524], [-0.8916, 0.3891, -1.6605], [0.5682, 1.5868, 0.2733], [-1.3907, 1.1722, 1.8746], [0.3660, 1.3668, 2.3519], [-0.3832, -0.2159, 2.1838], [1.2359, -1.4650, -1.5486], [1.6208, -2.3672, -1.2188], [1.9240, -1.1726, -2.2751], [1.3742, -0.8701, -0.7725]],
  "multiplicity": 1,
  "energy_ev": -5215.06110,
  "homo_energy_ha": -0.321,
  "smiles": "CNC.N",
  "mol_weight_g_mol": 62.116
}

No. 2
{
  "formula": "C2H10N2",
  "method": "wB97M-V/def2-TZVPD",
  "species": ["C", "H", "H", "H", "H", "N", "C", "N", "H", "H", "H", "H", "H", "H"],
  "xyz": [[1.0942, -1.7892, -0.3278], [0.3787, -2.4643, 0.1181], [1.9922, -2.3948, -0.4092], [1.3515, -0.9534, 0.3215], [0.8109, -1.5162, -1.3366], [0.1285, 1.8751, -0.0534], [-0.6386, 1.1025, 0.8691], [-1.3940, 0.0968, 0.1143], [0.9614, 1.3397, -0.3204], [-0.3166, 2.2240, -0.8998], [0.0554, 0.6030, 1.5364], [-1.3803, 1.6489, 1.4450], [-0.8523, -0.2881, -0.6637], [-2.1909, 0.5159, -0.3935]],
  "multiplicity": 2,
  "energy_ev": -5207.25148,
  "total_charge": 1,
  "homo_energy_ha": [-0.626, -0.613],
  "mol_weight_g_mol": 62.116
}

No. 3
{
  "formula": "C2H10N2O",
  "method": "wB97M-V/def2-TZVPD",
  "species": ["N", "C", "N", "H", "H", "H", "H", "H", "H", "C", "O", "H", "H", "H", "H"],
  "xyz": [[-2.3677, -0.5626, -0.1152], [-2.7960, 0.7046, 0.4906], [-2.1069, 1.9297, 0.1191], [-1.3482, -0.5773, -0.1340], [-2.5607, -0.4771, -1.1172], [-2.7777, 0.6286, 1.5826], [-3.8651, 0.8201, 0.3113], [-2.3145, 2.2003, -0.8355], [-1.1047, 1.8035, 0.1909], [4.0148, -1.3494, -0.1228], [2.7651, -0.6636, -0.1998], [4.6011, -1.2182, -1.0272], [3.8048, -2.4064, -0.0185], [4.5894, -1.0284, 0.7430], [2.9145, 0.1468, -0.7042]],
  "multiplicity": 1,
  "energy_ev": -7263.11194,
  "homo_energy_ha": -0.335,
  "smiles": "NCN.CO",
  "mol_weight_g_mol": 78.115
}

No. 4
{
  "formula": "C2H10N2O",
  "method": "wB97M-V/def2-TZVPD",
  "species": ["N", "C", "N", "H", "H", "H", "H", "H", "H", "C", "O", "H", "H", "H", "H"],
  "xyz": [[-4.7378, 0.8453, 0.1073], [-3.9784, 2.1009, 0.1925], [-2.5481, 1.8973, 0.1986], [-5.6087, 1.0745, 0.5763], [-4.3334, 0.1931, 0.7836], [-4.1651, 2.5522, 1.2024], [-4.3013, 2.8162, -0.5829], [-2.2414, 1.6003, -0.7216], [-2.0654, 2.7860, 0.3257], [5.0917, -1.9953, -0.7703], [5.7056, -2.7572, 0.3502], [5.3573, -2.3713, -1.7651], [5.4032, -0.9465, -0.6566], [4.0198, -2.0715, -0.7336], [6.5439, -3.0353, -0.0327]],
  "multiplicity": 1,
  "energy_ev": -7262.81170,
  "homo_energy_ha": -0.345,
  "smiles": "NCN.CO",
  "mol_weight_g_mol": 78.115
}

No. 5
{
  "formula": "C2H10N2O",
  "method": "wB97M-V/def2-TZVPD",
  "species": ["C", "C", "N", "N", "H", "H", "H", "H", "H", "H", "H", "H", "H", "H", "O"],
  "xyz": [[-0.2962, -0.4579, 0.8333], [-0.5758, 0.3611, -0.4834], [-2.0635, 0.5622, -0.5950], [0.9031, -1.2725, 0.8159], [-1.2159, -1.1147, 0.9541], [-0.3516, 0.2702, 1.6675], [-0.1209, 0.0200, -1.4733], [-0.0370, 1.3091, -0.3260], [-2.3951, 1.3054, -0.0158], [-2.1946, 1.0443, -1.4744], [0.7651, -1.8430, -0.0281], [1.1054, -1.9759, 1.5615], [2.0077, -0.2034, -0.2616], [1.9506, 1.3697, -0.5657], [2.5186, 0.6254, -0.6090]],
  "multiplicity": 2,
  "energy_ev": -7253.21410,
  "total_charge": 1,
  "homo_energy_ha": [-0.542, -0.535],
  "mol_weight_g_mol": 78.115
}

No. 6
{
  "formula": "C2H10N2O2",
  "method": "wB97M-V/def2-TZVPD",
  "species": ["C", "N", "C", "N", "H", "H", "H", "H", "H", "H", "O", "H", "H", "O", "H", "H"],
  "xyz": [[1.6465, 0.0058, 1.0080], [1.0017, 0.1448, -0.2729], [0.4668, 1.2713, -0.5417], [-0.0827, 2.1566, 0.3332], [2.4935, -0.6824, 0.9477], [2.2071, 0.9039, 1.3343], [1.0169, -0.2685, 1.8671], [0.4380, 1.6132, -1.5742], [-0.8499, 2.7680, 0.1100], [-0.0554, 1.9378, 1.3104], [-2.2568, -0.5949, 0.1396], [-2.5915, -0.7807, 1.0286], [-2.8636, 0.0793, -0.1771], [0.0432, -3.0929, -1.6730], [0.2009, -2.1504, -1.8154], [-0.8148, -3.3107, -2.0247]],
  "multiplicity": 1,
  "energy_ev": -9310.39304,
  "homo_energy_ha": -0.314,
  "smiles": "C/N=C\\N.O.O",
  "mol_weight_g_mol": 94.114
}

No. 7
{
  "formula": "C2H10N2O2",
  "method": "wB97M-V/def2-TZVPD",
  "species": ["N", "C", "O", "H", "H", "H", "H", "H", "N", "C", "O", "H", "H", "H", "H", "H"],
  "xyz": [[-1.1357, 3.2134, 0.4958], [-0.7519, 1.8729, 0.7710], [-1.4397, 0.9281, -0.0644], [-0.9825, 3.4629, -0.4757], [-2.1329, 3.3089, 0.6639], [0.3291, 1.7296, 0.6593], [-1.0285, 1.6688, 1.8015], [-0.8623, 0.1873, -0.3020], [1.0309, -2.6108, -1.3693], [1.5150, -1.8177, -0.2678], [0.5144, -1.1450, 0.5008], [0.5769, -3.4648, -1.0471], [0.3491, -2.0834, -1.9034], [2.0668, -2.4876, 0.3916], [2.1093, -1.0125, -0.6834], [-0.1582, -1.7503, 0.8292]],
  "multiplicity": 1,
  "energy_ev": -9310.96514,
  "homo_energy_ha": -0.351,
  "smiles": "NCO.NCO",
  "mol_weight_g_mol": 94.114
}

No. 8
{
  "formula": "C2H10N2O2",
  "method": "wB97M-V/def2-TZVPD",
  "species": ["C", "N", "C", "N", "H", "H", "H", "H", "H", "H", "H", "H", "O", "H", "H", "O"],
  "xyz": [[1.0453, -2.3845, -0.3245], [1.6725, -1.7821, 0.8636], [1.6766, -0.4996, 0.9937], [1.0498, 0.3794, 0.2041], [-0.0374, -2.2927, -0.2811], [1.3657, -1.8405, -1.2185], [1.3214, -3.4242, -0.4643], [1.6816, -2.3365, 1.7177], [2.0181, -0.1051, 1.9604], [0.3337, 0.8495, 0.7777], [-6.3257, 3.0750, 0.8435], [-6.2927, 2.3994, -0.4836], [-6.3993, 2.1943, 0.4566], [2.9365, 2.3648, -1.5022], [1.6225, 1.5425, -1.4878], [2.3314, 1.8605, -2.0551]],
  "multiplicity": 2,
  "energy_ev": -9301.60520,
  "total_charge": 1,
  "homo_energy_ha": [-0.492, -0.492],
  "mol_weight_g_mol": 94.114
}

No. 9
{
  "formula": "C2H10N2O2P",
  "method": "wB97M-V/def2-TZVPD",
  "species": ["C", "C", "N", "N", "O", "O", "P", "H", "H", "H", "H", "H", "H", "H", "H", "H", "H"],
  "xyz": [[0.0245, 1.8300, -0.3886], [-1.6704, 0.1980, -1.1427], [-0.4273, -1.9459, 0.7662], [-0.5777, 0.5265, -0.2636], [2.8079, -0.6506, 0.1663], [0.5952, -0.1125, 2.0231], [0.3593, -0.5632, 0.5430], [0.6996, 1.8519, -1.3268], [-0.7157, 2.5962, -0.6777], [0.4609, 2.2538, 0.5383], [-1.5737, 0.1422, -2.1622], [-2.0880, -0.8218, -0.7843], [-2.3628, 0.9674, -0.9388], [0.0545, -2.3481, 1.5075], [-0.4702, -2.7472, 0.0907], [3.4106, -1.1867, -0.3505], [1.4732, 0.0101, 2.4000]],
  "multiplicity": 1,
  "energy_ev": -18591.04263,
  "total_charge": 1,
  "homo_energy_ha": [-0.503, -0.543],
  "mol_weight_g_mol": 125.088
}

No. 10
{
  "formula": "C2H10N2O3",
  "method": "wB97M-V/def2-TZVPD",
  "species": ["N", "C", "N", "C", "O", "H", "H", "H", "H", "H", "H", "O", "H", "H", "O", "H", "H"],
  "xyz": [[-0.2796, 0.9437, -1.4903], [0.2448, -0.4068, -1.3011], [0.8985, -0.4830, -0.0274], [2.2478, -0.4072, -0.0152], [2.8981, -0.0674, -1.0202], [-0.8204, 1.0393, -2.3483], [0.4458, 1.6421, -1.5401], [0.8366, -0.6614, -2.1526], [-0.6125, -1.1027, -1.3529], [0.5410, -0.3351, 0.9640], [2.8644, -0.7189, 0.8566], [-0.4093, 0.9575, 2.3449], [-1.3182, 0.6601, 2.1247], [-0.5888, 1.9029, 2.3809], [-2.4217, -0.8050, 1.1631], [-2.0643, -1.6951, 1.1592], [-2.4623, -0.4629, 0.2549]],
  "multiplicity": 1,
  "energy_ev": -11358.67507,
  "homo_energy_ha": -0.347,
  "smiles": "NCNC=O.O.O",
  "mol_weight_g_mol": 110.113
}

No. 11
{
  "formula": "C2H10N2O3",
  "method": "wB97M-V/def2-TZVPD",
  "species": ["N", "C", "N", "C", "O", "H", "H", "H", "H", "H", "H", "O", "H", "H", "O", "H", "H"],
  "xyz": [[0.6713, 0.3552, 1.8007], [1.5928, 0.6180, 0.6822], [0.9823, 0.1487, -0.5310], [1.4698, -1.0477, -1.0501], [2.3273, -1.7795, -0.6164], [0.6841, 1.0108, 2.5937], [0.7900, -0.5847, 2.1386], [2.4032, -0.0799, 0.9004], [2.1020, 1.5848, 0.5622], [0.0355, 0.1992, -0.8625], [1.1700, -1.1774, -2.1035], [-2.8568, 1.1312, -2.1416], [-3.6254, 0.6794, -1.7363], [-3.3149, 1.9664, -2.3155], [-1.9229, -0.9796, 0.8729], [-1.3013, -1.7257, 0.8640], [-1.2069, -0.3192, 0.9421]],
  "multiplicity": 1,
  "energy_ev": -11358.27756,
  "homo_energy_ha": -0.355,
  "smiles": "NCNC=O.O.O",
  "mol_weight_g_mol": 110.113
}

No. 12
{
  "formula": "C2H10N2O3",
  "method": "wB97M-V/def2-TZVPD",
  "species": ["O", "C", "N", "C", "N", "H", "H", "H", "H", "H", "H", "H", "H", "O", "H", "H", "O"],
  "xyz": [[-1.3879, -1.2934, 2.2654], [-0.2467, -1.0429, 1.9485], [-0.0142, -0.6114, 0.6731], [-1.1581, -0.0873, 0.0016], [-1.0016, -0.1972, -1.3909], [0.5768, -1.1136, 2.6636], [0.8536, -0.1833, 0.3074], [-2.1287, -0.5149, 0.3430], [-1.2931, 0.9778, 0.2798], [-1.8745, -0.1347, -1.9304], [-0.6764, -1.1163, -1.6802], [1.8119, 1.5222, -0.7081], [1.3055, 1.7870, 0.7054], [1.8192, 1.1501, 0.1952], [1.4298, 1.7807, -3.4309], [0.7710, 0.6122, -2.5904], [1.3469, 1.3770, -2.5654]],
  "multiplicity": 2,
  "energy_ev": -11349.84000,
  "total_charge": 1,
  "homo_energy_ha": [-0.567, -0.553],
  "mol_weight_g_mol": 110.113
}

No. 13
{
  "formula": "C2H10N2O3P",
  "method": "wB97M-V/def2-TZVPD",
  "species": ["C", "C", "N", "N", "O", "O", "O", "P", "H", "H", "H", "H", "H", "H", "H", "H", "H", "H"],
  "xyz": [[-0.5180, 0.7710, -1.4350], [0.7435, 1.4812, -1.1666], [0.5359, -0.0204, -0.7974], [0.8834, 2.4074, -0.1840], [-1.8294, -1.1728, 0.7400], [0.1112, -2.6568, 0.5676], [0.2039, -0.6393, 1.9220], [-0.7934, -1.9534, 1.7362], [-0.7741, 0.4977, -2.4501], [-1.3778, 0.9659, -0.8071], [1.4543, 1.5728, -1.9808], [0.3905, -0.2741, 0.1919], [0.9687, -0.7735, -1.3243], [0.1724, 2.4808, 0.5237], [0.2733, -0.3072, 2.8163], [1.8123, 2.6604, 0.1099], [-2.7187, -1.5225, 0.7467], [0.4619, -3.5172, 0.7910]],
  "multiplicity": 1,
  "energy_ev": -20642.81874,
  "total_charge": 1,
  "homo_energy_ha": -0.495,
  "mol_weight_g_mol": 141.087
}

No. 14
{
  "formula": "C2H10N2S2",
  "method": "wB97M-V/def2-TZVPD",
  "species": ["C", "S", "S", "H", "H", "H", "H", "N", "C", "N", "H", "H", "H", "H", "H", "H"],
  "xyz": [[0.3487, 0.3248, -2.1142], [0.1235, 2.1319, -2.2683], [0.3958, 2.8851, -0.3226], [1.0977, 0.1070, -1.3583], [0.7329, -0.0812, -3.0470], [-0.6201, -0.0898, -1.8588], [-0.8799, 3.3272, -0.2373], [-1.0280, -1.8088, 1.4231], [-0.4370, -0.4534, 1.3326], [1.0176, -0.3755, 1.3213], [-1.6790, -1.9476, 0.6551], [-0.3179, -2.4727, 1.1485], [-0.8126, 0.0966, 0.4728], [-0.7229, 0.0582, 2.2461], [1.4445, -0.7772, 0.4968], [1.3368, -0.9247, 2.1102]],
  "multiplicity": 1,
  "energy_ev": -26886.33906,
  "homo_energy_ha": -0.322,
  "smiles": "CSS.NCN",
  "mol_weight_g_mol": 126.250
}

No. 15
{
  "formula": "C2H10N3",
  "method": "wB97M-V/def2-TZVPD",
  "species": ["C", "N", "H", "H", "H", "H", "H", "H", "N", "C", "N", "H", "H", "H", "H"],
  "xyz": [[-1.7530, 1.3755, 1.2347], [-0.4507, 1.5879, 0.6205], [-2.0037, 2.2253, 1.8661], [-1.6956, 0.4846, 1.8670], [-2.4776, 1.2206, 0.4456], [-0.4719, 2.2936, -0.1033], [0.2483, 1.8725, 1.2858], [-0.0504, 0.4257, 0.0557], [1.5670, -2.3710, -1.4820], [1.4138, -1.0293, -1.0579], [0.3026, -0.6171, -0.3483], [2.3877, -2.6155, -1.9861], [0.9909, -3.0951, -1.1169], [2.2174, -0.3652, -1.3218], [-0.2249, -1.3923, 0.0409]],
  "multiplicity": 2,
  "energy_ev": -6703.57458,
  "homo_energy_ha": [-0.129, -0.288],
  "mol_weight_g_mol": 76.123
}

No. 16
{
  "formula": "C2H10N3",
  "method": "wB97M-V/def2-TZVPD",
  "species": ["N", "C", "N", "C", "N", "H", "H", "H", "H", "H", "H", "H", "H", "H", "H"],
  "xyz": [[0.0785, -1.6585, 1.2922], [-0.1725, -0.1659, 1.3838], [0.6060, 0.4829, 0.1773], [0.0393, 0.0041, -1.2689], [-0.5744, 1.2779, -1.5585], [-0.4243, -2.3422, 1.8774], [0.8791, -2.0363, 0.9930], [-1.1827, 0.1663, 1.1537], [0.1335, 0.2016, 2.2873], [1.6578, 0.2712, 0.3142], [0.7002, 1.6215, 0.1025], [0.9067, -0.1040, -1.9644], [-0.7212, -0.7802, -1.1815], [-1.6420, 1.4316, -1.3506], [-0.2787, 1.8246, -2.2981]],
  "multiplicity": 1,
  "energy_ev": -6697.94850,
  "total_charge": 1,
  "homo_energy_ha": -0.507,
  "smiles": "NC[NH2+]CN",
  "mol_weight_g_mol": 76.123
}